The following is a DFT calculation (ωB97M-V/def2-TZVPD) of an isolated molecule of C6H14O2.

```
22
Properties=species:S:1:pos:R:3:forces:R:3:nbo_charge:R:1
C 2.3276 0.0751 -0.9153 0.230 0.225 0.073 -0.614
C 1.6611 0.1925 0.4442 -0.228 -2.363 0.427 -0.410
C 0.3213 -0.8365 0.5998 3.887 3.635 -0.394 -0.423
C -0.7441 0.1045 0.2510 -3.128 -2.920 0.615 0.366
C -0.9912 1.3127 1.1249 -0.203 -0.491 -0.046 -0.669
C -1.0441 0.3197 -1.2143 -0.234 -0.552 0.117 -0.678
O -1.9252 -1.0321 0.8539 -0.223 1.710 -0.669 -0.385
O -2.0927 -2.1176 -0.0840 0.498 0.278 -0.100 -0.498
H 3.3204 0.5273 -0.8868 0.060 0.001 -0.044 0.209
H 2.4513 -0.9661 -1.2094 -0.039 -0.020 -0.074 0.204
H 1.7740 0.6060 -1.6885 -0.108 -0.124 -0.100 0.198
H 1.5182 1.2423 0.6972 -0.586 -0.139 0.009 0.198
H 2.3297 -0.1832 1.2204 0.306 0.063 -0.118 0.202
H 0.3050 -1.1470 1.6403 -0.243 -0.099 -0.173 0.229
H 0.4380 -1.6437 -0.1167 -0.133 -0.085 0.189 0.228
H -2.0592 1.5247 1.1223 -0.038 0.013 0.036 0.240
H -0.4790 2.1872 0.7276 0.061 -0.026 -0.021 0.223
H -0.6626 1.1336 2.1461 -0.008 0.028 0.057 0.224
H -2.1302 0.3388 -1.3251 0.057 0.396 -0.048 0.243
H -0.7147 -0.5144 -1.8313 0.158 -0.033 0.122 0.229
H -0.5821 1.2269 -1.5932 -0.086 0.200 0.044 0.219
H -3.0214 -2.3505 0.0369 -0.001 0.303 0.098 0.465
```
Positions in Å, forces in eV/Å.

Output
Relative energy (zero: lowest compared OMol25 entry of this formula, charge and spin)   448.42 kJ/mol
Calculated total energy   -387.33672 a.u.
Highest occupied orbital energy   -0.326 Ha
SMILES string   CCCC(C)(C)OO
Lowest unoccupied orbital energy   0.95 eV
Molecular weight   118.18 g/mol
Frontier orbital gap   0.3611 Eh